Entry from the OMol25 dataset: the molecule C4H8OSi in a non-equilibrium geometry (ωB97M-V with the def2-TZVPD basis set).

Last column: natural (NBO) charge in e.
Atoms and positions in Å:
Si -0.424 -1.631 1.105  1.442
O 1.045 -2.230 1.378  -1.130
C 0.381 1.801 -0.834  -0.472
C -0.195 -0.414 -0.292  -0.417
C -0.957 0.797 -0.623  -0.487
C 1.295 0.646 -0.787  -0.079
H 2.192 0.507 -1.350  0.180
H 0.395 2.312 -1.706  0.196
H -1.443 0.699 -1.618  0.222
H -1.623 -2.603 0.653  -0.203
H -1.846 1.144 0.030  0.197
H -0.848 -0.810 2.320  -0.213
H 1.662 -2.846 1.743  0.538
H 0.367 2.627 -0.019  0.225

Force components x, y, z for each atom (eV/Å):
Si -0.988 0.252 -0.490
O 0.168 0.024 -0.325
C -2.518 -1.395 3.646
C 4.828 2.638 -0.687
C -0.794 2.317 -0.533
C -4.519 -2.999 2.198
H 0.401 -0.423 -0.114
H -0.038 1.735 -3.054
H 0.443 0.109 0.249
H 1.450 0.801 0.696
H 1.540 -0.458 -0.456
H 0.000 -0.558 -0.534
H -0.284 -0.348 0.231
H 0.311 -1.695 -0.827

Results
Calculated total energy: -521.75432 Ha
Energy relative to the best compared isomer or geometry (same formula, charge and spin): 114.9 kcal per mole
2S+1: 1
Total charge: 0
Molar mass: 100.19 g mol⁻¹
LUMO level (spin up / spin down): 0.24 / 0.46 eV
Maximum force: 0.1138 Eh/bohr